A 3-piece molecular cluster, C21H47BrN7O6P2 overall in a non-equilibrium geometry. Source: OMol25; level of theory: wB97M-V/def2-TZVPD.

```
84
Properties=species:S:1:pos:R:3:forces:R:3
C 7.822 -0.828 -3.046 -9.0 -1.5 -3.2
C 6.575 -1.170 -3.651 7.9 2.7 4.2
C 5.023 -1.437 -4.215 1.6 1.1 -0.4
C 5.046 -2.247 -5.629 3.8 -3.8 -6.0
O 4.021 -2.490 -6.449 3.0 1.9 4.9
O 6.387 -2.734 -6.094 -6.7 3.0 3.4
N 4.255 -2.035 -3.085 -0.9 0.1 -1.6
C 3.273 -1.107 -2.426 -0.2 0.8 1.7
O 1.853 -1.399 -2.654 1.7 0.4 -1.2
C 1.391 -0.977 -3.984 -2.1 0.0 0.1
C 0.176 -2.053 -4.394 1.0 0.1 0.1
C 3.758 -3.431 -3.292 -1.3 -1.2 1.5
C 4.950 -4.602 -3.199 7.2 3.3 -1.3
O 6.254 -4.361 -3.355 -9.5 -2.0 1.3
Br 4.315 -6.475 -2.767 0.3 1.3 -0.4
H 8.579 -0.315 -2.278 -2.2 -1.6 -2.3
H 4.613 -0.343 -4.462 0.9 -2.4 0.6
H 3.464 -1.185 -1.250 -0.8 0.0 -2.5
H 3.426 0.043 -2.678 0.2 -2.5 0.1
H 2.235 -0.928 -4.794 -1.6 -0.3 1.6
H 0.836 0.069 -3.839 1.5 -2.0 -0.4
H 0.679 -2.987 -4.888 -1.1 1.7 0.9
H -0.404 -2.411 -3.416 1.3 1.0 -2.2
H -0.548 -1.543 -5.160 1.3 -1.0 1.5
H 3.055 -3.686 -2.359 1.6 0.6 -2.0
H 3.053 -3.587 -4.234 1.9 0.2 1.6
O 1.666 2.161 -0.219 1.6 4.4 -1.2
P 1.952 2.842 1.142 -3.4 -8.3 2.9
N 2.980 1.537 1.603 1.7 -0.7 0.2
C 3.164 0.939 2.917 -0.1 0.2 0.3
C 4.230 1.445 0.839 -0.2 -0.2 -0.6
N 0.360 2.495 1.725 -1.0 0.5 -0.1
C 0.055 1.646 2.868 0.1 0.7 0.6
C -0.702 2.304 0.726 0.2 0.4 -0.3
N 2.281 3.624 2.706 0.2 3.2 -2.0
C 1.370 4.766 2.978 -0.7 0.2 0.4
C 3.632 4.224 2.775 0.7 -0.3 0.2
H 3.711 1.579 3.613 0.1 0.1 0.3
H 3.725 -0.001 2.845 0.1 0.2 -0.4
H 2.233 0.645 3.391 -0.1 0.3 -0.1
H 4.939 2.226 1.125 0.3 0.0 0.0
H 4.046 1.541 -0.236 -0.1 0.1 0.2
H 4.723 0.476 0.975 -0.2 0.1 0.1
H 0.214 0.588 2.638 0.0 -0.1 0.0
H -0.990 1.765 3.177 0.0 0.0 -0.3
H 0.631 1.929 3.752 0.2 -0.1 -0.2
H -0.655 1.308 0.275 0.0 0.1 -0.1
H -0.631 3.056 -0.068 0.2 -0.3 0.1
H -1.697 2.429 1.169 0.3 -0.1 0.3
H 1.427 5.512 2.177 0.0 0.1 0.2
H 1.623 5.251 3.928 0.3 -0.1 -0.2
H 0.326 4.464 3.083 0.3 -0.2 -0.3
H 3.814 4.891 1.925 0.1 0.1 0.2
H 4.422 3.471 2.786 -0.2 -0.1 -0.2
H 3.770 4.791 3.703 -0.3 -0.1 -0.2
O -3.365 0.713 1.761 -2.7 4.0 0.0
P -4.783 0.205 1.400 4.8 -8.1 -0.5
N -4.744 -0.906 2.717 -0.4 -0.4 1.8
C -5.293 -2.251 2.795 -0.3 -0.1 -0.2
C -4.780 -0.281 4.044 0.6 0.3 -0.1
N -4.201 -0.619 -0.007 0.2 0.3 -1.1
C -4.260 -2.059 -0.217 -0.9 0.0 -0.2
C -2.958 -0.125 -0.617 -0.1 0.5 0.2
N -6.412 -0.379 0.985 -0.8 3.7 -0.5
C -6.870 0.098 -0.346 -0.1 -0.2 -0.9
C -7.452 0.114 1.915 -0.3 -0.3 0.7
H -6.384 -2.273 2.845 -0.3 -0.1 0.0
H -4.925 -2.774 3.686 0.1 0.4 0.0
H -4.981 -2.893 1.975 -0.1 0.3 -0.1
H -5.773 0.109 4.283 -0.2 0.0 0.3
H -4.073 0.552 4.111 -0.1 -0.1 -0.2
H -4.495 -0.982 4.836 -0.1 -0.1 -0.3
H -3.533 -2.586 0.408 0.0 -0.1 0.1
H -4.046 -2.312 -1.261 0.2 0.2 0.1
H -5.263 -2.455 -0.043 0.1 0.1 0.2
H -2.077 -0.462 -0.061 0.0 0.1 0.0
H -2.952 0.970 -0.661 0.1 -0.3 0.2
H -2.856 -0.467 -1.653 -0.3 -0.2 0.2
H -6.849 1.193 -0.399 -0.2 -0.1 -0.1
H -7.890 -0.244 -0.555 0.1 0.1 0.4
H -6.266 -0.290 -1.170 0.2 0.1 0.4
H -7.409 1.204 2.017 -0.3 -0.1 0.0
H -7.359 -0.321 2.912 0.3 0.0 -0.1
H -8.456 -0.169 1.578 0.3 0.1 -0.2
```
Positions in Å, forces in eV/Å.

Output
Kohn-Sham gap   4.096 eV
2S+1   1
Total charge   -1
E_LUMO   0.037 eV
E   -4919.29177 a.u.